{"formula": "C3H8IN2", "method": "ωB97M-V/def2-TZVPD", "lumo_energy_ev": [-4.02, -4.48], "charge": 1, "energy_ev": -14309.596, "gap_ev": [9.02, 7.50], "e_above_lowest_kcal_mol": 111.67, "e_homo_ev": [-13.05, -11.97], "symbols": ["C", "C", "C", "N", "N", "I", "H", "H", "H", "H", "H", "H", "H", "H"], "positions_angstrom": [[1.58354, 0.21985, -0.64773], [3.16703, 0.51294, 0.51950], [-0.66187, -0.78301, 0.02753], [-1.89713, -0.31947, 0.44008], [0.30624, 0.50104, -0.15071], [4.97371, -0.00931, -0.19093], [1.80616, -0.16952, -1.61323], [2.94684, 0.86372, 1.50371], [-0.13074, -1.40932, 0.74686], [-0.65159, -1.24537, -0.95956], [-2.17306, -0.48035, 1.39224], [-2.66396, -0.35037, -0.21290], [-0.22202, 1.13435, -0.77484], [0.36620, 0.95197, 0.76985]], "mulliken_charge": [-0.43, -0.57, -0.41, -0.44, -0.19, 0.26, 0.45, 0.40, 0.37, 0.39, 0.22, 0.22, 0.36, 0.37]}



{"formula": "C22H10BrF2N3O2S2W", "method": "ωB97M-V/def2-TZVPD", "lumo_energy_ev": -9.56, "charge": 2, "energy_ev": -130497.186, "gap_ev": 5.62, "e_above_lowest_kcal_mol": 17.99, "e_homo_ev": -15.18, "symbols": ["W", "F", "C", "C", "C", "C", "C", "F", "C", "C", "C", "C", "C", "C", "N", "H", "H", "H", "H", "H", "H", "S", "C", "S", "C", "C", "N", "C", "N", "Br", "C", "C", "C", "C", "C", "C", "C", "O", "O", "H", "H", "H", "H"], "positions_angstrom": [[-0.40994, -0.06559, 1.68010], [2.93760, 2.29847, -1.85986], [2.64696, 1.20250, -1.16754], [1.52208, 1.21588, -0.34956], [1.21259, 0.05641, 0.34119], [2.00282, -1.09770, 0.24234], [3.12309, -1.03916, -0.57962], [3.91592, -2.10095, -0.70958], [3.46189, 0.09649, -1.29576], [1.55195, -2.26036, 1.01298], [2.14908, -3.51074, 1.05132], [1.59260, -4.51500, 1.82521], [0.44009, -4.26890, 2.56025], [-0.12234, -3.01836, 2.49289], [0.41357, -2.03399, 1.73471], [0.94028, 2.12592, -0.27286], [4.34088, 0.10829, -1.92519], [3.04573, -3.69504, 0.48309], [2.06189, -5.48948, 1.85595], [-0.01523, -5.02665, 3.18081], [-1.00445, -2.77184, 3.06506], [0.49583, 0.71908, 3.37942], [-2.44460, 0.91905, 1.80542], [-2.64311, -0.82218, 2.03105], [-2.94414, 1.90230, 2.60795], [-2.70462, 3.26453, 2.25526], [-2.47348, 4.35608, 1.97999], [-3.71369, 1.59014, 3.76403], [-4.33671, 1.33359, 4.69505], [-1.38549, -1.23319, -1.33857], [-0.99347, 0.33425, -2.28689], [-0.10315, 0.29285, -3.33861], [0.12311, 1.45003, -4.08443], [-0.54781, 2.63495, -3.81118], [-1.45954, 2.68772, -2.77443], [-1.66665, 1.53149, -2.00578], [-2.63215, 1.66993, -0.97006], [-3.64024, 1.98616, -0.57690], [-1.58956, 1.27773, 0.75945], [0.39901, -0.63170, -3.58633], [0.82685, 1.41413, -4.90592], [-0.37205, 3.51526, -4.41317], [-2.00143, 3.59763, -2.55131]], "mulliken_charge": [1.22, -0.34, 0.18, -0.82, 0.53, -0.61, 0.73, -0.31, -0.79, 0.79, -0.96, -0.30, -0.95, 0.08, -0.28, 0.68, 0.56, 0.58, 0.49, 0.45, 0.46, 0.00, 0.60, -0.27, 1.11, -0.08, -0.35, -0.46, -0.25, 0.08, 0.54, -0.62, -0.53, -0.74, -0.72, 0.78, 0.29, -0.17, -0.63, 0.54, 0.47, 0.47, 0.57]}



{"formula": "C15H31IP2Ti", "method": "ωB97M-V/def2-TZVPD", "lumo_energy_ev": [-0.28, -1.02], "charge": 0, "energy_ev": -65842.182, "gap_ev": [7.42, 6.76], "e_above_lowest_kcal_mol": 5.88, "multiplicity": 3, "e_homo_ev": [-7.70, -7.78], "symbols": ["P", "P", "C", "C", "H", "H", "H", "H", "C", "H", "H", "H", "C", "H", "H", "H", "C", "H", "H", "H", "C", "H", "H", "H", "Ti", "C", "C", "C", "C", "C", "C", "C", "C", "C", "H", "H", "H", "H", "H", "H", "H", "H", "H", "H", "H", "H", "H", "H", "H", "I"], "positions_angstrom": [[-0.56007, 1.13155, 1.98328], [1.96878, 0.26092, -0.66649], [0.82975, 2.02552, 1.09757], [0.83321, 1.72972, -0.42442], [1.74666, 1.69595, 1.60429], [0.69927, 3.10734, 1.23034], [-0.15736, 1.38495, -0.75484], [1.10851, 2.60089, -1.06294], [3.52338, 1.19501, -0.01305], [4.31532, 0.42677, 0.05861], [3.36219, 1.60123, 1.00180], [3.82252, 2.00922, -0.71860], [2.46465, 0.72287, -2.38800], [3.14198, 1.59477, -2.40731], [1.65580, 0.94987, -3.08064], [2.97727, -0.12030, -2.87168], [-0.12502, 0.80713, 3.72013], [-0.85699, 0.09016, 4.13039], [-0.17967, 1.74609, 4.30449], [0.87097, 0.35334, 3.76752], [-1.40101, 2.89555, 2.17191], [-1.66060, 3.41010, 1.22488], [-0.68133, 3.58103, 2.66112], [-2.30372, 2.93054, 2.79660], [1.13837, -3.34367, 2.90598], [-0.28731, -1.27341, -2.87667], [0.46341, -0.94146, -1.76261], [-0.27321, -1.26928, -0.31711], [-1.66211, -0.78642, 0.04286], [-2.31742, 0.69189, -0.13450], [-2.63527, 1.10808, -1.38848], [-2.21201, 0.36365, -2.63926], [-1.75222, -1.19138, -2.82385], [0.29055, -4.38696, 1.37305], [0.16137, -1.78463, -3.73790], [1.41120, -1.55728, -1.85443], [0.43220, -1.14517, 0.53406], [-0.26412, -2.40436, -0.38300], [-2.34996, -1.45368, -0.52883], [-1.83230, -1.16721, 1.05698], [-3.05143, 0.95988, 0.68096], [-3.03715, 2.22562, -1.53813], [-1.43375, 1.02958, -3.04310], [-3.04581, 0.43973, -3.36297], [-2.19539, -1.96371, -2.12425], [-2.10074, -1.49009, -3.82983], [1.10082, -5.00280, 0.92206], [-0.27285, -3.83209, 0.64411], [-0.35715, -5.09493, 1.87657], [0.68778, -4.86013, 4.94334]], "mulliken_charge": [0.73, 0.34, -0.84, 0.11, 0.09, 0.36, -0.60, 0.68, -1.25, 0.37, 0.45, 0.31, -1.40, 0.38, 0.44, 0.38, -1.22, 0.34, 0.37, 0.32, -1.68, 0.38, 0.49, 0.40, 0.56, -0.69, -0.42, 0.20, -1.35, -0.41, -0.65, -0.56, -0.87, -1.23, 0.45, 0.64, 0.41, -0.21, 0.72, 0.49, 0.49, 0.24, 0.27, 0.47, 0.28, 0.49, 0.35, 0.33, 0.39, -0.33]}



{"formula": "C3H8OS", "method": "ωB97M-V/def2-TZVPD", "lumo_energy_ev": -0.37, "charge": 0, "energy_ev": -16119.357, "gap_ev": 9.44, "e_above_lowest_kcal_mol": 89.48, "e_homo_ev": -9.81, "symbols": ["C", "C", "C", "O", "S", "H", "H", "H", "H", "H", "H", "H", "H"], "positions_angstrom": [[1.37850, 2.29881, -1.17361], [-4.38946, -1.18666, 0.86155], [-4.88503, -1.13684, 2.07918], [2.23736, 0.10235, -0.19704], [1.56151, 0.67747, -1.32412], [1.63163, 2.93025, -0.28436], [1.35860, 2.83546, -2.08522], [-0.89734, -0.39027, 1.87618], [-4.80820, -1.81346, 0.21880], [-3.30473, -0.78997, 0.75202], [-5.79277, -1.59662, 2.34497], [-4.38884, -0.59128, 2.89025], [-0.37662, -0.97305, 1.94863]], "mulliken_charge": [-0.47, -0.39, -0.46, -0.46, 0.38, 0.26, 0.28, -0.10, 0.32, 0.09, 0.24, 0.20, 0.10]}